DFT (ωB97M-V/def2-TZVPD) results for a structure of composition C48H42CsFN8O5S.

XYZ file:
```
106
Properties=species:S:1:pos:R:3:lowdin_charge:R:1
Cs -0.23 0.35 -0.50 0.9615
O -0.82 -3.08 -4.68 0.0263
C -0.77 -2.52 -3.58 -0.4643
N 0.27 -1.85 -3.05 0.1239
C 1.50 -2.33 -3.14 -0.5110
O 1.85 -3.52 -3.26 -0.0269
C 2.63 -1.33 -2.93 -0.2182
C 3.89 -1.63 -3.45 -0.0371
C 4.94 -0.77 -3.17 -0.0850
C 4.72 0.33 -2.37 -0.0740
C 3.43 0.55 -1.89 -0.1314
N 2.41 -0.25 -2.18 0.0739
C -2.05 -2.53 -2.75 -0.1943
C -3.23 -2.97 -3.33 -0.0205
C -4.38 -3.02 -2.56 -0.0836
C -4.31 -2.64 -1.23 -0.0674
C -3.09 -2.22 -0.73 -0.1309
N -1.98 -2.16 -1.47 0.0653
H 4.01 -2.54 -4.02 0.1098
H 5.93 -0.98 -3.56 0.0957
H 5.52 1.01 -2.10 0.0963
H 3.21 1.39 -1.24 0.0953
H -3.21 -3.26 -4.37 0.1055
H -5.31 -3.36 -2.99 0.0942
H -5.17 -2.67 -0.58 0.0960
H -2.97 -1.92 0.31 0.0845
C -0.21 7.79 3.34 -0.0305
C 0.87 7.83 2.27 -0.3210
C 2.13 8.55 2.72 -0.1443
C 2.85 7.76 3.80 -0.1423
C 3.10 6.35 3.33 -0.1428
C 4.16 5.62 3.82 0.0291
C 4.38 4.33 3.36 -0.2594
F 5.45 3.65 3.86 0.0344
C 3.58 3.74 2.42 0.0716
C 2.50 4.47 1.91 -0.0411
C 1.63 3.80 0.89 -0.3169
O 1.91 2.67 0.51 -0.0095
C 0.53 4.62 0.42 -0.0246
C 0.41 5.88 0.88 0.0146
N 1.21 6.48 1.81 0.0009
C 2.26 5.77 2.36 -0.0893
C -0.55 4.16 -0.57 -0.6682
O -0.95 5.03 -1.37 -0.0368
O -0.93 2.98 -0.42 -0.2500
H -0.45 8.79 3.69 0.0807
H 0.11 7.19 4.20 0.0807
H -1.12 7.33 2.94 0.0660
H 0.47 8.35 1.40 0.1446
H 1.87 9.55 3.08 0.1127
H 2.80 8.67 1.86 0.1247
H 2.25 7.75 4.71 0.1139
H 3.80 8.24 4.06 0.1132
H 4.83 6.04 4.56 0.1215
H 3.75 2.74 2.05 0.1055
H -0.38 6.50 0.48 0.1415
C -5.56 1.19 1.28 -0.0912
C -4.48 2.03 0.59 -0.1936
C -3.65 2.85 1.54 -0.1767
C -3.94 4.19 1.75 -0.0500
C -3.15 4.98 2.58 -0.1068
C -2.03 4.41 3.17 -0.0666
C -1.70 3.08 2.97 -0.1678
C -0.41 2.52 3.52 -0.1893
C -0.55 1.89 4.91 -0.0813
C -2.55 2.28 2.18 -0.2082
N -2.21 0.94 1.96 0.0588
C -2.59 0.06 2.82 -0.1442
C -2.23 -1.32 2.85 -0.3788
C -2.71 -2.24 3.80 -0.1114
C -2.09 -3.45 3.50 -0.1482
C -1.27 -3.19 2.39 -0.2326
N -1.34 -1.91 1.99 0.0281
H -6.15 0.64 0.56 0.0624
H -6.23 1.83 1.86 0.0672
H -5.11 0.47 1.97 0.0573
H -4.94 2.70 -0.14 0.1078
H -3.81 1.36 0.04 0.1050
H -4.79 4.64 1.24 0.1042
H -3.38 6.02 2.73 0.0826
H -1.37 5.02 3.78 0.0933
H 0.32 3.33 3.57 0.0994
H -0.02 1.78 2.82 0.1104
H -0.97 2.60 5.62 0.0682
H 0.43 1.57 5.28 0.0674
H -1.19 1.01 4.88 0.0589
H -3.23 0.37 3.66 0.1281
H -3.41 -2.02 4.60 0.0757
H -2.21 -4.40 4.01 0.0594
H -0.62 -3.89 1.88 0.0732
N 1.13 -3.26 -0.26 0.1342
C 2.23 -2.62 0.18 -0.6729
N 2.23 -1.58 0.94 0.0977
C 3.53 -1.17 1.21 -0.3190
C 3.87 -0.06 1.97 -0.0182
C 5.21 0.26 2.13 -0.1002
C 6.21 -0.52 1.55 -0.1184
C 5.88 -1.63 0.79 -0.1159
C 4.54 -1.95 0.63 -0.4852
S 3.83 -3.25 -0.27 1.0757
H 0.26 -2.74 -0.17 0.0494
H 1.22 -3.74 -1.16 0.0716
H 3.08 0.55 2.39 0.1089
H 5.49 1.13 2.72 0.0835
H 7.25 -0.25 1.69 0.0874
H 6.66 -2.24 0.33 0.0975
```

Output
* total energy: -86723.5120 eV
* total charge: -2
* LUMO: 3.464 eV
* energy above the lowest of the compared OMol25 structures with the same formula, charge and spin: 0.083 eV
* orbital gap: 5.713 eV
* F_max: 0.5 eV/Å



DFT (ωB97M-V/def2-TZVPD) results for a cluster of 7 separate species, C48H42N3O12 in total at a distorted geometry.

XYZ file:
```
105
Properties=species:S:1:pos:R:3:lowdin_charge:R:1
N -0.91 -1.63 -2.53 0.2741
C -1.58 -0.52 -2.83 -0.1672
N -1.55 0.27 -4.10 0.0497
C -2.24 1.61 -3.88 -0.0995
C -2.27 1.62 -2.27 -0.2893
C -3.06 2.79 -1.51 -0.1158
C -4.34 2.30 -0.68 -0.1825
C -5.67 2.10 -1.60 -0.1654
C -5.95 0.57 -1.96 -0.1824
C -6.73 0.29 -3.30 -0.0406
C -7.01 -1.16 -3.76 -0.0692
C -6.50 -2.36 -2.88 -0.0786
C -5.75 -2.15 -1.54 -0.0555
C -5.49 -0.66 -1.12 -0.0383
N -2.59 0.19 -1.99 0.0651
H -1.36 -2.27 -1.84 0.1019
H 0.02 -1.89 -2.89 0.1339
H -2.00 -0.26 -4.86 0.1437
H -3.32 1.59 -4.28 0.1464
H -1.56 2.42 -4.30 0.1313
H -1.18 1.71 -1.86 0.1162
H -2.31 3.26 -0.77 0.1205
H -3.40 3.60 -2.26 0.1280
H -4.14 1.41 0.01 0.0900
H -4.61 3.18 0.03 0.1233
H -6.56 2.46 -0.96 0.1265
H -5.64 2.77 -2.52 0.1119
H -7.08 1.17 -3.93 0.0932
H -7.55 -1.33 -4.75 0.0882
H -6.68 -3.43 -3.23 0.0850
H -5.37 -3.01 -0.89 0.0877
H -4.92 -0.51 -0.14 0.0808
H -3.42 0.06 -2.62 0.1127
C 1.49 -2.81 -6.36 0.0338
C 1.50 -1.91 -5.38 -0.0026
C 2.74 -1.61 -4.63 -0.3959
O 2.74 -0.79 -3.73 0.0867
C 3.96 -2.34 -5.01 0.0285
C 3.96 -3.24 -6.00 0.0353
C 2.72 -3.54 -6.75 -0.3790
O 2.71 -4.36 -7.65 0.1320
H 0.60 -3.05 -6.92 0.1265
H 0.61 -1.37 -5.08 0.0861
H 4.86 -2.10 -4.45 0.1283
H 4.85 -3.78 -6.29 0.1309
C -0.13 0.74 3.58 0.0298
C -1.38 0.30 3.68 0.0363
C -2.17 -0.04 2.48 -0.3810
O -3.32 -0.44 2.57 0.0999
C -1.53 0.14 1.16 0.0112
C -0.27 0.58 1.06 0.0154
C 0.52 0.91 2.26 -0.3760
O 1.67 1.32 2.17 0.0974
H 0.47 0.99 4.45 0.0998
H -1.87 0.16 4.64 0.1280
H -2.12 -0.11 0.30 0.0778
H 0.22 0.71 0.10 0.0993
C 2.86 3.89 7.34 0.0248
C 1.75 3.56 6.68 0.0249
C 0.97 2.36 7.04 -0.3807
O -0.04 2.06 6.44 0.0735
C 1.47 1.53 8.16 0.0139
C 2.58 1.86 8.82 0.0112
C 3.36 3.06 8.46 -0.3952
O 4.37 3.36 9.07 0.1035
H 3.44 4.77 7.09 0.1241
H 1.37 4.16 5.86 0.1222
H 0.89 0.66 8.41 0.1246
H 2.96 1.27 9.64 0.1284
C -2.38 -5.47 0.85 0.0314
C -1.88 -6.70 0.82 0.0395
C -0.96 -7.13 -0.26 -0.3742
O -0.51 -8.25 -0.29 0.1373
C -0.63 -6.13 -1.30 0.0422
C -1.13 -4.90 -1.27 0.0108
C -2.04 -4.47 -0.19 -0.3728
O -2.50 -3.34 -0.15 0.0688
H -3.05 -5.14 1.63 0.1293
H -2.12 -7.44 1.57 0.1318
H 0.05 -6.46 -2.08 0.1298
H -0.89 -4.16 -2.02 0.0884
C 7.23 1.45 5.33 0.0284
C 6.21 1.32 6.18 0.0298
C 4.96 0.63 5.78 -0.3686
O 4.03 0.52 6.55 0.1003
C 4.89 0.09 4.41 0.0240
C 5.91 0.21 3.56 0.0243
C 7.16 0.90 3.95 -0.3862
O 8.09 1.02 3.18 0.1097
H 8.15 1.95 5.60 0.1260
H 6.24 1.71 7.18 0.1225
H 3.97 -0.41 4.13 0.1184
H 5.88 -0.18 2.55 0.1221
C 3.61 3.95 -2.12 0.0364
C 2.58 3.83 -1.27 0.0352
C 1.34 3.15 -1.67 -0.3633
O 0.40 3.04 -0.90 0.0699
C 1.27 2.60 -3.04 0.0178
C 2.29 2.72 -3.88 0.0329
C 3.54 3.40 -3.49 -0.3766
O 4.47 3.51 -4.26 0.1256
H 4.53 4.45 -1.85 0.1293
H 2.62 4.23 -0.27 0.1281
H 0.35 2.10 -3.31 0.0754
H 2.25 2.32 -4.89 0.1264
```

Output
* total energy: -79478.8111 eV
* total charge: +1
* LUMO: -4.205 eV
* orbital gap: 6.752 eV
* F_max: 4.9 eV/Å



DFT (ωB97M-V/def2-TZVPD) results for a cluster of 7 separate species, C48H44F6N2O5S in total at a distorted geometry.

XYZ file:
```
106
Properties=species:S:1:pos:R:3:lowdin_charge:R:1
C -0.15 -2.42 3.05 -0.0992
O -0.04 -1.01 3.21 -0.1850
C -0.35 -0.32 2.00 -0.1560
C 0.01 1.18 2.26 -0.0044
C -0.81 2.23 2.51 -0.0208
C -2.36 2.12 2.59 -0.1110
C -3.05 3.44 2.09 -0.1971
C -4.47 3.69 2.76 -0.2448
C -5.42 2.48 2.41 -0.4596
S -6.13 1.79 3.98 0.9492
C -7.44 0.71 3.37 -0.6144
N -8.22 -0.15 4.04 0.0255
N -9.05 -0.67 3.08 0.0075
C -8.75 -0.13 1.91 -0.1480
O -7.69 0.77 2.01 -0.0240
C 0.13 3.45 2.71 -0.3492
O -0.06 4.62 2.75 0.1725
O 1.42 2.93 2.93 0.1199
C 1.48 1.69 2.30 -0.3652
O 2.41 1.07 1.85 0.1522
H 0.40 -2.83 2.16 0.0984
H 0.31 -2.89 3.97 0.0916
H -1.24 -2.72 3.08 0.0982
H -1.45 -0.43 1.77 0.1265
H 0.20 -0.70 1.10 0.1384
H -2.73 1.77 3.59 0.1389
H -2.66 1.30 1.87 0.1077
H -3.17 3.44 0.97 0.1171
H -2.44 4.34 2.35 0.1009
H -4.84 4.66 2.31 0.0972
H -4.28 3.83 3.86 0.1043
H -4.92 1.65 1.85 0.0788
H -6.23 2.88 1.74 0.0869
H -9.29 -0.37 0.96 0.1365
F 0.26 3.19 -2.18 0.0539
C 1.55 2.83 -2.31 -0.2813
C 2.32 2.62 -1.18 -0.0119
C 3.65 2.25 -1.33 -0.0728
C 4.19 2.08 -2.60 -0.0936
C 3.40 2.29 -3.73 -0.0862
C 2.07 2.66 -3.58 -0.0208
H 1.89 2.76 -0.20 0.0988
H 4.26 2.08 -0.45 0.1074
H 5.23 1.79 -2.71 0.1005
H 3.83 2.17 -4.72 0.1009
H 1.44 2.82 -4.45 0.1157
F 1.25 0.13 -5.76 0.0568
C 1.93 -0.07 -6.90 -0.2891
C 3.27 -0.38 -6.85 -0.0235
C 3.97 -0.59 -8.03 -0.0805
C 3.32 -0.46 -9.25 -0.0902
C 1.97 -0.14 -9.29 -0.0849
C 1.27 0.06 -8.11 -0.0112
H 3.76 -0.47 -5.89 0.1141
H 5.02 -0.85 -8.00 0.1051
H 3.87 -0.62 -10.18 0.1039
H 1.46 -0.03 -10.24 0.0830
H 0.21 0.30 -8.12 0.1174
F 1.39 -2.89 -11.38 0.0607
C 0.07 -2.92 -11.15 -0.2867
C -0.65 -1.74 -11.21 -0.0290
C -2.02 -1.76 -10.98 -0.0802
C -2.65 -2.96 -10.69 -0.0975
C -1.92 -4.14 -10.64 -0.0820
C -0.55 -4.12 -10.87 -0.0158
H -0.14 -0.81 -11.43 0.1016
H -2.59 -0.84 -11.03 0.1052
H -3.72 -2.98 -10.51 0.1008
H -2.41 -5.08 -10.41 0.1051
H 0.04 -5.03 -10.84 0.1175
F 2.29 -5.30 5.72 0.0403
C 2.58 -4.13 6.30 -0.3163
C 1.97 -3.79 7.50 -0.0196
C 2.28 -2.58 8.11 -0.0791
C 3.18 -1.71 7.51 -0.0920
C 3.78 -2.05 6.30 -0.0800
C 3.49 -3.27 5.70 -0.0346
H 1.27 -4.48 7.95 0.1181
H 1.81 -2.32 9.05 0.1046
H 3.41 -0.76 7.98 0.1014
H 4.48 -1.37 5.83 0.1079
H 3.95 -3.56 4.77 0.1222
F -5.45 5.34 0.59 0.0322
C -4.89 6.41 -0.02 -0.2725
C -3.52 6.43 -0.22 -0.0099
C -2.95 7.53 -0.86 -0.0731
C -3.75 8.58 -1.28 -0.0933
C -5.12 8.54 -1.07 -0.0814
C -5.70 7.44 -0.45 -0.0167
H -2.91 5.61 0.13 0.1015
H -1.88 7.56 -1.02 0.1086
H -3.30 9.43 -1.78 0.1024
H -5.75 9.36 -1.40 0.1057
H -6.77 7.39 -0.28 0.1174
F 5.30 -4.65 7.39 0.0654
C 5.48 -5.94 7.72 -0.2694
C 4.54 -6.89 7.36 -0.0070
C 4.74 -8.22 7.71 -0.0780
C 5.87 -8.59 8.42 -0.1010
C 6.81 -7.63 8.78 -0.0869
C 6.62 -6.30 8.43 -0.0180
H 3.66 -6.58 6.82 0.0962
H 4.01 -8.97 7.42 0.1053
H 6.03 -9.63 8.69 0.0997
H 7.70 -7.92 9.34 0.1036
H 7.35 -5.54 8.69 0.1159
```

Output
* total energy: -90844.2025 eV
* SMILES: COCC1=C(CCCCSc2nnco2)C(=O)OC1=O.Fc1ccccc1.Fc1ccccc1.Fc1ccccc1.Fc1ccccc1.Fc1ccccc1.Fc1ccccc1
* LUMO: -0.581 eV
* energy above the lowest of the compared OMol25 structures with the same formula, charge and spin: 1.488 eV
* orbital gap: 8.414 eV
* F_max: 3.2 eV/Å